[1]
# C21H23FN2O3

One molecule with the formula C21H23FN2O3 (wB97M-V/def2-TZVPD, the OMol25 dataset).

Geometry as XYZ:
```
50
Properties=species:S:1:pos:R:3
C 1.24 7.04 1.73
C 2.25 6.16 2.46
C 1.61 5.33 3.58
N 0.65 4.38 3.08
C 0.95 3.09 2.85
O 2.01 2.59 3.15
C -0.18 2.32 2.16
C -0.33 2.73 0.70
C -0.69 1.45 -0.04
O -1.14 1.40 -1.16
N -0.41 0.40 0.79
C -0.52 -0.96 0.47
C -1.32 -1.39 -0.59
C -1.42 -2.73 -0.91
C -0.74 -3.68 -0.16
O -0.77 -5.03 -0.38
C -1.53 -5.52 -1.46
C -1.00 -5.12 -2.82
C -1.86 -5.06 -3.91
C -1.39 -4.70 -5.16
C -0.04 -4.41 -5.30
F 0.42 -4.06 -6.52
C 0.83 -4.47 -4.23
C 0.34 -4.83 -2.99
C 0.05 -3.25 0.91
C 0.16 -1.92 1.21
C 0.13 0.82 2.07
H 1.75 7.67 1.00
H 0.51 6.43 1.20
H 0.71 7.69 2.43
H 3.02 6.79 2.91
H 2.74 5.49 1.75
H 2.38 4.75 4.09
H 1.12 5.99 4.30
H -0.22 4.75 2.73
H -1.11 2.49 2.71
H 0.62 3.09 0.28
H -1.09 3.50 0.52
H -1.85 -0.66 -1.19
H -2.04 -3.01 -1.75
H -1.47 -6.61 -1.35
H -2.58 -5.23 -1.36
H -2.91 -5.28 -3.78
H -2.04 -4.65 -6.01
H 1.87 -4.23 -4.38
H 1.01 -4.88 -2.14
H 0.58 -4.00 1.48
H 0.79 -1.63 2.04
H 1.22 0.68 2.10
H -0.33 0.25 2.88
```

charge = 0
relative energy (zero: lowest compared OMol25 entry of this formula, charge and spin) = 14.1 kcal per mole
E = -1249.16948 a.u.
gap between HOMO and LUMO = 8.6 eV


[2]
# C3H3IO2

C3H3IO2 as an isolated structure in a non-equilibrium geometry (wB97M-V/def2-TZVPD, the OMol25 dataset).

Geometry as XYZ:
```
9
Properties=species:S:1:pos:R:3
C 0.95 -0.35 1.35
C -0.02 -0.50 0.53
C -0.19 0.34 -0.66
O 0.57 0.86 -1.35
O -1.58 0.22 -1.21
I -1.84 1.59 -2.63
H 1.06 -1.20 2.08
H 1.55 0.49 1.33
H -0.51 -1.45 0.56
```

charge = 0
relative energy (zero: lowest compared OMol25 entry of this formula, charge and spin) = 34.9 kcal per mole
E = -564.21312 a.u.
gap between HOMO and LUMO = 9.0 eV


[3]
# C24H39N8NiO3PS4

C24H39N8NiO3PS4 as an isolated structure in a non-equilibrium geometry (wB97M-V/def2-TZVPD, the OMol25 dataset).

Geometry as XYZ:
```
80
Properties=species:S:1:pos:R:3
Ni -0.42 0.21 0.26
S 2.80 -2.62 -2.65
C 1.94 -1.83 -1.43
S 1.12 -0.39 -1.63
S 2.14 -2.78 -0.05
C -1.28 1.39 -4.59
C -1.24 1.89 -3.16
O -2.29 1.29 -2.40
P -2.01 0.06 -1.36
O -3.57 -0.15 -0.96
C -4.38 0.87 -0.41
C -5.79 0.32 -0.22
O -1.84 -1.21 -2.31
C -2.88 -1.68 -3.18
C -2.24 -2.44 -4.33
H -0.61 1.98 -5.21
H -2.29 1.48 -4.98
H -0.97 0.35 -4.63
H -1.41 2.97 -3.13
H -0.26 1.67 -2.71
H -4.40 1.73 -1.09
H -3.97 1.21 0.55
H -6.17 -0.04 -1.17
H -6.44 1.10 0.15
H -5.79 -0.51 0.48
H -3.48 -0.84 -3.53
H -3.52 -2.35 -2.60
H -1.69 -1.76 -4.98
H -3.01 -2.94 -4.90
H -1.54 -3.17 -3.94
C -0.53 -2.32 2.59
N -1.27 -1.66 1.49
C -1.44 -2.68 0.43
N -2.13 -3.87 0.91
C -1.37 -4.45 2.00
N -1.21 -3.50 3.10
C -2.54 -3.12 3.57
N -3.33 -2.52 2.50
C -2.62 -1.35 2.02
C -3.44 -3.48 1.40
H -0.39 -1.62 3.42
H 0.44 -2.65 2.21
H -0.46 -2.96 0.06
H -2.04 -2.26 -0.37
H -0.37 -4.72 1.63
H -1.88 -5.34 2.37
H -2.45 -2.40 4.39
H -3.06 -4.02 3.93
H -2.54 -0.64 2.84
H -3.21 -0.90 1.22
H -4.01 -3.01 0.59
H -3.98 -4.36 1.75
N -1.47 1.46 3.20
C -1.72 2.40 2.24
C -2.40 3.58 2.56
C -2.65 4.49 1.56
C -2.17 4.23 0.28
C -1.51 3.05 0.06
N -1.32 2.12 1.00
H -1.41 1.78 4.15
H -0.83 0.73 2.92
H -2.71 3.76 3.57
H -3.18 5.41 1.77
H -2.31 4.94 -0.52
H -1.07 2.83 -0.90
N 2.92 1.27 5.98
C 2.18 2.03 5.15
S 1.40 3.38 5.72
C 2.00 1.60 3.77
C 2.06 0.26 3.39
C 1.71 -0.09 2.10
N 1.30 0.79 1.18
C 1.40 2.10 1.50
C 1.72 2.53 2.76
H 3.08 1.62 6.91
H 3.51 0.53 5.64
H 2.34 -0.51 4.09
H 1.78 -1.11 1.77
H 1.22 2.80 0.70
H 1.75 3.59 2.99
```

charge = 0
relative energy (zero: lowest compared OMol25 entry of this formula, charge and spin) = 30.2 kcal per mole
E = -5044.15698 a.u.
spin multiplicity = 3
gap between HOMO and LUMO (alpha / beta) = 5.8 / 6.2 eV


[4]
# C18H15N

One molecule with the formula C18H15N in a non-equilibrium geometry (wB97M-V/def2-TZVPD, the OMol25 dataset).

Geometry as XYZ:
```
34
Properties=species:S:1:pos:R:3
C 2.29 2.36 0.17
C 1.54 1.21 0.37
C 0.41 0.82 -0.47
C -0.23 -0.25 0.01
C -1.25 -1.03 -0.75
C -2.41 -1.31 -0.19
C -3.42 -1.82 -0.97
C -3.16 -2.26 -2.34
C -1.85 -2.21 -2.83
C -0.91 -1.46 -2.12
C 0.35 -0.55 1.28
C 0.10 -1.59 2.24
C 0.77 -1.65 3.41
C 1.77 -0.75 3.81
C 1.91 0.31 2.85
C 1.30 0.36 1.56
C 0.14 1.60 -1.75
N 0.58 2.98 -1.38
C 1.96 3.20 -0.93
H 3.03 2.67 0.86
H -2.79 -1.03 0.79
H -4.34 -1.86 -0.44
H -3.97 -2.60 -2.99
H -1.60 -2.68 -3.84
H 0.13 -1.35 -2.49
H -0.47 -2.39 1.80
H 0.53 -2.43 4.03
H 2.34 -0.82 4.75
H 2.64 1.15 3.04
H 0.72 1.15 -2.58
H -0.91 1.57 -1.86
H -0.01 3.38 -0.67
H 2.77 3.00 -1.64
H 2.05 4.29 -0.73
```

charge = 0
relative energy (zero: lowest compared OMol25 entry of this formula, charge and spin) = 47.1 kcal per mole
E = -749.56706 a.u.
gap between HOMO and LUMO = 7.8 eV


[5]
# C8H10N2

One molecule with the formula C8H10N2 in a non-equilibrium geometry (wB97M-V/def2-TZVPD, the OMol25 dataset).

Geometry as XYZ:
```
20
Properties=species:S:1:pos:R:3
C 0.12 0.79 -1.95
C -1.74 -0.61 -1.77
C -0.45 0.80 1.00
C -0.55 -0.21 -1.29
C -0.09 -0.44 0.17
C 0.53 1.88 0.86
C 1.46 -0.60 0.03
C -0.67 -1.64 0.82
N 0.76 1.75 -2.10
N -2.62 -1.18 -2.29
H -1.49 0.93 1.13
H 0.25 2.69 1.56
H 0.22 2.46 -0.03
H 1.52 1.55 0.99
H 1.95 -0.97 0.82
H 2.06 0.20 -0.24
H 1.57 -1.35 -0.67
H -0.83 -2.49 0.19
H -1.72 -1.59 1.06
H -0.26 -1.97 1.73
```

charge = 0
relative energy (zero: lowest compared OMol25 entry of this formula, charge and spin) = 100.3 kcal per mole
E = -420.16980 a.u.
gap between HOMO and LUMO (alpha / beta) = 8.8 / 6.4 eV


[6]
# C21H31BIN3O8PS

A 3-piece molecular cluster, C21H31BIN3O8PS overall in a non-equilibrium geometry (wB97M-V/def2-TZVPD, the OMol25 dataset).

Geometry as XYZ:
```
67
Properties=species:S:1:pos:R:3
C -2.73 -4.09 -3.18
C -2.53 -2.54 -3.45
O -1.32 -2.39 -4.19
C -0.63 -1.16 -3.85
C 0.67 -1.58 -3.07
O 1.81 -0.75 -3.32
C 2.52 -0.42 -2.13
C 3.14 -1.65 -1.36
O 3.26 -1.38 0.06
C 1.98 -1.37 0.70
C 1.95 -2.26 2.03
C 2.81 -3.57 1.95
P 1.95 -5.00 1.12
O 1.01 -5.59 2.12
O 3.03 -6.17 0.67
O 1.15 -4.49 -0.25
C 0.35 -2.41 2.25
O 0.03 -2.10 3.60
B 1.07 -1.17 4.01
I 1.56 -1.94 6.09
N 0.68 0.31 4.22
C 0.02 0.73 3.34
S -0.52 1.47 1.97
O 2.22 -1.46 3.18
H -3.80 -4.27 -2.88
H -2.06 -4.43 -2.34
H -2.48 -4.64 -4.11
H -3.38 -2.19 -4.11
H -2.53 -2.05 -2.45
H -0.43 -0.60 -4.80
H -1.24 -0.51 -3.17
H 0.94 -2.62 -3.44
H 0.43 -1.57 -1.97
H 3.40 0.21 -2.46
H 1.92 0.26 -1.46
H 2.57 -2.61 -1.47
H 4.19 -1.83 -1.72
H 1.18 -1.79 0.04
H 1.71 -0.33 1.02
H 3.77 -3.41 1.38
H 3.11 -3.88 2.98
H 2.48 -6.89 0.31
H 0.29 -4.09 -0.02
H -0.15 -1.58 1.66
H -0.15 -3.35 1.90
N -0.40 2.39 -2.61
C -0.95 2.68 -1.42
C -0.93 3.94 -0.85
C -0.30 4.96 -1.55
C 0.28 4.69 -2.78
C 0.20 3.39 -3.26
H -1.43 1.85 -0.92
H -1.39 4.12 0.11
H -0.26 5.97 -1.14
H 0.78 5.46 -3.35
H 0.63 3.12 -4.22
N -3.80 4.37 3.14
C -2.50 4.12 2.93
C -1.50 5.07 3.07
C -1.86 6.35 3.46
C -3.20 6.63 3.68
C -4.12 5.61 3.51
H -2.26 3.10 2.63
H -0.46 4.81 2.89
H -1.11 7.12 3.58
H -3.52 7.62 3.98
H -5.18 5.78 3.68
```

charge = -1
relative energy (zero: lowest compared OMol25 entry of this formula, charge and spin) = 0.0 kcal per mole
E = -2647.27283 a.u.
gap between HOMO and LUMO = 7.3 eV


What is the formula in the first record? C21H23FN2O3